Entry 1:
Computed, not measured: an isolated ion of composition C16H36BO and charge -1 in a non-equilibrium geometry, with the ωB97M-V functional and the def2-TZVPD basis.

Cartesian coordinates (Å):
C: -0.396 4.676 -0.295
C: -0.909 3.730 0.791
C: 0.249 2.910 1.388
C: -0.175 2.215 2.690
C: -1.079 1.011 2.407
C: -0.912 -0.105 3.432
C: 0.463 -0.765 3.346
C: 0.448 -1.999 2.421
C: 1.747 -2.187 1.631
C: 1.477 -2.866 0.275
C: 1.696 -1.926 -0.914
C: 1.205 -2.529 -2.227
B: 0.698 -1.434 -3.393
C: 1.436 0.030 -3.213
C: -0.949 -1.333 -3.527
C: -1.647 -0.153 -2.828
C: -2.043 -0.364 -1.358
O: -1.352 -1.435 -0.725
H: 0.419 4.189 -0.815
H: -0.058 5.608 0.148
H: -1.184 4.920 -1.002
H: -1.393 4.272 1.599
H: -1.611 3.017 0.369
H: 1.109 3.556 1.544
H: 0.508 2.164 0.641
H: 0.699 1.931 3.266
H: -0.726 2.952 3.273
H: -0.895 0.623 1.407
H: -2.109 1.356 2.440
H: -1.102 0.330 4.412
H: -1.663 -0.873 3.269
H: 1.175 -0.063 2.928
H: 0.823 -1.051 4.332
H: 0.272 -2.870 3.048
H: -0.400 -1.923 1.744
H: 2.369 -2.854 2.224
H: 2.253 -1.235 1.512
H: 2.099 -3.752 0.152
H: 0.453 -3.222 0.246
H: 2.761 -1.703 -0.936
H: 1.145 -1.021 -0.663
H: 2.039 -3.092 -2.653
H: 0.431 -3.269 -2.029
H: 1.117 -1.896 -4.467
H: 1.117 0.685 -4.030
H: 1.208 0.564 -2.287
H: 2.512 -0.097 -3.333
H: -1.257 -1.303 -4.571
H: -1.382 -2.254 -3.131
H: -1.089 0.777 -2.916
H: -2.596 0.023 -3.340
H: -1.914 0.555 -0.782
H: -3.114 -0.580 -1.326
H: -1.970 -1.938 -0.174

Computed properties:
gap between HOMO and LUMO	7.16	eV
DFT total energy	-19900.075	eV
charge	-1
HOMO	-0.151	Eh

***

Entry 2:
Computed, not measured: a 2-piece molecular cluster, C16H36Br2NO4P2 overall, with the ωB97M-V functional and the def2-TZVPD basis.

Cartesian coordinates (Å):
C: 4.873 1.409 -1.754
C: 5.599 0.655 -2.879
P: 5.120 -1.100 -3.209
C: 5.951 -1.918 -1.797
C: 7.376 -2.340 -2.196
O: 3.547 -1.127 -2.545
P: 2.190 -1.026 -3.305
O: 1.636 0.306 -3.526
O: 2.323 -1.895 -4.628
O: 1.349 -1.998 -2.344
C: -0.020 -2.215 -2.344
Br: -0.996 -0.578 -1.816
C: -0.655 -2.755 -3.614
C: -0.752 -1.802 -4.805
Br: 0.248 -4.426 -4.042
H: 4.254 2.206 -2.159
H: 4.212 0.762 -1.177
H: 5.587 1.851 -1.061
H: 5.494 1.182 -3.828
H: 6.674 0.623 -2.679
H: 5.980 -1.250 -0.934
H: 5.348 -2.780 -1.506
H: 7.462 -2.519 -3.269
H: 7.668 -3.255 -1.682
H: 8.106 -1.575 -1.930
H: 2.398 -1.328 -5.403
H: -0.210 -2.895 -1.520
H: -1.644 -3.082 -3.301
H: -1.797 -1.595 -5.027
H: -0.248 -0.857 -4.604
H: -0.301 -2.243 -5.691
C: -5.021 0.832 5.387
C: -5.140 2.043 4.466
C: -5.256 1.680 2.985
C: -4.132 0.891 2.323
N: -2.770 1.555 2.222
C: -1.999 1.446 3.519
C: -1.350 0.080 3.462
C: -0.874 -0.007 2.010
C: -1.911 0.786 1.210
C: -2.913 2.976 1.803
H: -4.185 0.179 5.122
H: -4.874 1.139 6.421
H: -5.928 0.227 5.348
H: -4.317 2.741 4.640
H: -6.041 2.600 4.729
H: -5.472 2.573 2.396
H: -6.132 1.037 2.860
H: -4.425 0.685 1.295
H: -3.965 -0.066 2.815
H: -1.249 2.236 3.504
H: -2.670 1.604 4.355
H: -2.074 -0.704 3.691
H: -0.540 -0.007 4.183
H: -0.796 -1.029 1.650
H: 0.108 0.452 1.904
H: -2.568 0.155 0.621
H: -1.454 1.516 0.548
H: -3.423 3.536 2.582
H: -3.484 3.020 0.877
H: -1.921 3.389 1.644

Computed properties:
gap between HOMO and LUMO	8.55	eV
DFT total energy	-185516.708	eV
charge	+1
HOMO	-0.397	Eh

***

Entry 3:
Computed, not measured: C16H36CaCr2F12O22S4 as an isolated structure in a non-equilibrium geometry, with the ωB97M-V functional and the def2-TZVPD basis.

Cartesian coordinates (Å):
Ca: -3.367 0.964 -1.964
Cr: -2.392 -0.891 3.518
Cr: -0.088 3.736 1.700
C: -6.505 -0.461 1.039
F: -7.077 -0.615 -0.142
F: -6.484 0.827 1.356
F: -7.124 -1.151 1.965
S: -4.734 -1.052 0.908
O: -4.112 -0.745 2.207
O: -4.789 -2.476 0.660
O: -4.152 -0.247 -0.175
C: 0.638 -0.248 -0.089
F: 1.542 -0.461 0.878
F: 1.161 0.499 -1.038
F: 0.274 -1.434 -0.561
S: -0.799 0.594 0.720
O: -0.192 1.812 1.253
O: -1.819 0.860 -0.263
O: -1.263 -0.366 1.703
C: -4.431 2.900 3.494
F: -4.799 4.023 4.043
F: -5.022 1.871 4.091
F: -4.746 2.888 2.204
S: -2.597 2.646 3.722
O: -1.944 3.481 2.718
O: -2.352 3.026 5.086
O: -2.326 1.236 3.409
C: -0.110 4.465 -2.671
F: 0.990 4.828 -2.029
F: -0.436 5.405 -3.519
F: 0.102 3.307 -3.283
S: -1.504 4.211 -1.436
O: -0.790 3.856 -0.198
O: -2.227 5.449 -1.320
O: -2.334 3.131 -1.987
C: 3.918 2.905 0.389
C: 3.583 2.181 1.676
O: 2.199 2.493 2.077
O: 4.144 4.273 0.671
H: 3.020 2.882 -0.244
H: 4.670 2.417 -0.233
H: 4.136 2.630 2.501
H: 3.640 1.097 1.593
H: 1.969 1.942 2.830
H: 5.085 4.470 0.641
C: 1.772 -4.471 1.577
C: 2.436 -3.896 2.820
O: 3.797 -4.231 2.861
O: 0.502 -3.794 1.409
H: 1.614 -5.547 1.542
H: 2.429 -4.188 0.749
H: 1.918 -4.207 3.730
H: 2.308 -2.809 2.770
H: 4.327 -3.489 2.561
H: 0.004 -4.243 0.721
C: -2.584 -4.014 3.614
C: -1.220 -3.583 4.096
O: -0.782 -2.461 3.337
O: -3.382 -2.800 3.638
H: -3.036 -4.761 4.271
H: -2.642 -4.482 2.628
H: -0.525 -4.419 4.173
H: -1.349 -3.236 5.127
H: -0.290 -2.830 2.561
H: -4.120 -2.929 3.023
C: -1.971 -1.796 -3.397
C: -1.330 -0.743 -4.252
O: -1.967 0.545 -4.127
O: -2.210 -1.243 -2.081
H: -1.321 -2.668 -3.291
H: -2.890 -2.206 -3.828
H: -1.272 -1.065 -5.294
H: -0.275 -0.594 -3.995
H: -1.910 0.978 -4.985
H: -2.432 -1.993 -1.517
C: 3.075 2.578 -4.535
C: 3.912 2.551 -3.256
O: 5.194 2.057 -3.650
H: 3.510 3.160 -5.346
H: 2.068 2.983 -4.390
H: 2.895 1.577 -4.938
H: 3.425 1.894 -2.535
H: 4.057 3.586 -2.951
H: 5.292 1.117 -3.501
C: 2.637 -2.250 -2.718
C: 4.095 -2.022 -2.406
O: 4.514 -0.809 -3.038
H: 2.401 -3.306 -2.544
H: 2.484 -2.152 -3.796
H: 1.950 -1.644 -2.149
H: 4.771 -2.845 -2.647
H: 4.222 -1.910 -1.317
H: 5.345 -0.548 -2.625

Computed properties:
gap between HOMO and LUMO (spin up / spin down)	7.22 / 8.15	eV
spin multiplicity	9
DFT total energy	-213442.655	eV
charge	+2
<S²>	20.01
HOMO (spin up / spin down)	-0.500 / -0.500	Eh

***

Entry 4:
Computed, not measured: C16H36Cl9NNbO2 as an isolated structure in a non-equilibrium geometry, with the ωB97M-V functional and the def2-TZVPD basis.

Cartesian coordinates (Å):
C: -3.000 -1.672 -0.018
C: -1.504 -1.975 0.182
N: -0.673 -1.283 -0.828
Nb: 0.820 0.018 -0.103
C: -0.439 1.049 1.506
C: -0.019 0.601 2.932
C: -0.508 1.525 4.011
O: -0.387 2.727 4.057
O: -1.136 0.865 5.081
C: 0.432 1.644 -1.644
C: -1.016 1.660 -2.139
C: -1.130 1.159 -3.564
Cl: -1.658 3.383 -2.129
H: -3.129 -0.889 -0.758
H: -3.480 -1.330 0.896
H: -3.529 -2.551 -0.378
H: -1.372 -3.047 0.051
H: -1.200 -1.750 1.201
H: -0.220 -1.989 -1.400
H: 2.138 -0.643 -1.207
H: 1.363 -1.194 1.181
H: 2.197 1.067 0.524
H: -1.481 0.740 1.368
H: -0.379 2.133 1.468
H: -0.389 -0.398 3.139
H: 1.065 0.541 2.962
H: -1.785 0.275 4.694
H: 1.078 1.429 -2.497
H: 0.708 2.641 -1.321
H: -1.685 1.094 -1.505
H: -0.401 1.682 -4.176
H: -0.934 0.093 -3.581
H: -2.114 1.352 -3.981
Cl: 3.293 -3.241 -0.607
C: 4.898 -2.601 -0.999
C: 5.850 -2.684 0.166
Cl: 5.400 -1.583 1.491
H: 4.763 -1.573 -1.332
H: 5.290 -3.191 -1.827
H: 6.850 -2.399 -0.159
H: 5.888 -3.692 0.571
Cl: -1.975 -0.978 -5.984
C: -3.131 -2.326 -5.879
C: -2.985 -3.084 -4.584
Cl: -1.453 -3.990 -4.507
H: -2.979 -2.974 -6.738
H: -4.130 -1.896 -5.938
H: -3.790 -3.810 -4.491
H: -3.017 -2.413 -3.728
Cl: 0.973 -3.166 6.671
C: -0.282 -1.906 6.806
C: -1.587 -2.342 6.193
Cl: -1.479 -2.464 4.419
H: 0.090 -1.003 6.330
H: -0.425 -1.711 7.868
H: -2.355 -1.603 6.417
H: -1.908 -3.306 6.578
Cl: 0.152 6.377 -2.963
C: 0.746 6.510 -1.291
C: 2.247 6.398 -1.207
Cl: 2.830 4.765 -1.605
H: 0.256 5.734 -0.708
H: 0.434 7.483 -0.916
H: 2.568 6.612 -0.188
H: 2.731 7.100 -1.881

Computed properties:
gap between HOMO and LUMO	7.12	eV
DFT total energy	-137010.448	eV
charge	-1
HOMO	-0.174	Eh

***

Entry 5:
Computed, not measured: a 3-piece molecular cluster, C16H36ClN2O4 overall in a non-equilibrium geometry, with the ωB97M-V functional and the def2-TZVPD basis.

Cartesian coordinates (Å):
Cl: -0.809 2.929 -1.182
O: -2.106 2.661 -0.585
O: 0.120 2.958 -0.091
O: -0.480 1.865 -2.092
O: -0.712 4.085 -1.982
C: 2.636 0.714 1.512
C: 3.387 0.708 0.133
C: 2.792 -0.174 -0.956
N: 3.322 0.086 -2.399
C: 2.647 -0.902 -3.405
C: 4.871 0.168 -2.596
C: 5.150 0.970 -3.870
C: 3.802 1.801 -4.174
C: 2.919 1.528 -2.913
H: 1.557 0.864 1.532
H: 3.172 1.494 2.053
H: 2.748 -0.268 1.972
H: 4.384 0.364 0.409
H: 3.662 1.725 -0.146
H: 1.785 0.201 -1.137
H: 2.890 -1.250 -0.807
H: 1.602 -0.959 -3.100
H: 3.055 -1.886 -3.174
H: 2.796 -0.861 -4.484
H: 5.225 -0.854 -2.728
H: 5.223 0.581 -1.650
H: 5.422 0.225 -4.618
H: 6.018 1.617 -3.742
H: 3.383 1.523 -5.141
H: 3.898 2.879 -4.302
H: 1.843 1.530 -3.088
H: 3.228 2.175 -2.093
C: -4.378 -1.217 5.509
C: -4.545 -1.210 4.070
C: -3.156 -0.979 3.401
N: -3.123 -0.843 1.893
C: -4.249 0.232 1.622
C: -1.831 -0.263 1.241
C: -1.754 -0.904 -0.184
C: -2.692 -2.143 -0.201
C: -3.384 -2.242 1.129
H: -5.298 -1.575 5.970
H: -4.159 -0.202 5.841
H: -3.733 -1.959 5.979
H: -5.310 -0.509 3.738
H: -4.784 -2.205 3.695
H: -2.587 -1.886 3.601
H: -2.601 -0.141 3.824
H: -5.227 -0.246 1.686
H: -4.138 0.455 0.561
H: -3.972 1.109 2.205
H: -1.869 0.820 1.125
H: -1.094 -0.586 1.976
H: -1.849 -0.301 -1.087
H: -0.715 -1.179 -0.364
H: -3.458 -2.094 -0.976
H: -2.132 -3.064 -0.361
H: -4.464 -2.387 1.152
H: -2.933 -2.978 1.796

Computed properties:
gap between HOMO and LUMO	8.93	eV
DFT total energy	-40852.548	eV
charge	+1
HOMO	-0.408	Eh
relative energy (zero: lowest compared OMol25 entry of this formula, charge and spin)	1.603	eV

***

Entry 6:
Computed, not measured: a 6-piece molecular cluster, C16H36N5O8 overall in a non-equilibrium geometry, with the ωB97M-V functional and the def2-TZVPD basis.

Cartesian coordinates (Å):
O: -1.043 -1.236 0.028
C: 0.076 -0.611 -0.399
O: 1.186 -0.880 0.030
O: -0.059 0.422 -1.089
H: -1.516 -0.653 -0.571
C: -5.470 0.281 -0.183
C: -4.376 0.002 -1.224
O: -3.605 0.978 -1.636
N: -4.149 -1.323 -1.640
C: -3.156 -1.728 -2.547
H: -5.906 1.264 -0.355
H: -5.053 0.122 0.812
H: -6.344 -0.368 -0.233
H: -4.553 -2.067 -1.090
H: -3.657 -2.174 -3.407
H: -2.463 -2.394 -2.033
H: -2.580 -0.907 -2.974
C: 1.564 4.903 -5.017
C: 0.890 3.818 -4.185
O: 1.468 3.248 -3.239
N: -0.513 3.679 -4.246
C: -1.237 2.850 -3.284
H: 2.469 4.640 -5.565
H: 1.714 5.646 -4.234
H: 0.872 5.272 -5.773
H: -0.953 4.380 -4.825
H: -1.395 1.834 -3.645
H: -2.110 3.467 -3.069
H: -0.781 2.911 -2.296
C: -0.766 0.594 3.095
C: 0.176 1.585 2.622
O: 0.768 1.589 1.528
N: 0.378 2.616 3.439
C: -0.132 2.661 4.804
H: -0.761 0.446 4.175
H: -0.607 -0.337 2.552
H: -1.780 0.884 2.822
H: 1.097 3.305 3.270
H: -1.219 2.590 4.845
H: 0.092 3.543 5.404
H: 0.322 1.858 5.385
C: 4.859 -2.102 0.042
C: 5.454 -0.757 -0.496
O: 4.651 0.169 -0.691
N: 6.743 -0.686 -0.791
C: 7.783 -1.635 -0.481
H: 5.142 -2.802 -0.744
H: 3.780 -2.209 0.151
H: 5.488 -2.377 0.889
H: 6.940 0.213 -1.207
H: 8.105 -1.552 0.557
H: 8.551 -1.537 -1.248
H: 7.411 -2.659 -0.533
C: -3.559 -2.540 2.652
C: -2.293 -3.319 2.984
O: -2.235 -3.945 4.060
N: -1.278 -3.266 2.089
C: -0.054 -3.932 1.936
H: -4.449 -3.140 2.463
H: -3.309 -1.911 1.798
H: -3.804 -1.880 3.484
H: -1.483 -2.552 1.405
H: -0.224 -4.769 1.258
H: 0.278 -4.312 2.902
H: 0.614 -3.209 1.469

Computed properties:
gap between HOMO and LUMO (spin up / spin down)	9.24 / 5.84	eV
spin multiplicity	2
DFT total energy	-41003.807	eV
<S²>	0.76
HOMO (spin up / spin down)	-0.324 / -0.324	Eh

***

Entry 7:
Computed, not measured: C16H37BrCl22O2Si2 as an isolated structure in a non-equilibrium geometry, with the ωB97M-V functional and the def2-TZVPD basis.

Cartesian coordinates (Å):
C: 5.203 -1.421 2.126
O: 5.716 -0.071 2.073
C: 5.057 0.527 0.944
C: 5.092 2.091 0.945
C: 4.121 2.615 -0.184
C: 2.778 3.274 0.330
Si: 1.457 2.044 0.968
O: -0.015 2.316 0.099
Si: -1.360 1.542 0.814
Br: -1.745 2.478 2.846
H: 4.306 -1.387 2.788
H: 4.917 -1.747 1.093
H: 5.931 -2.132 2.569
H: 3.988 0.200 0.951
H: 5.525 0.098 0.015
H: 4.937 2.542 1.947
H: 6.131 2.367 0.630
H: 4.682 3.384 -0.771
H: 3.850 1.785 -0.880
H: 2.307 3.763 -0.567
H: 2.936 4.101 1.064
H: 1.818 0.640 0.784
H: 1.182 2.322 2.381
H: -1.192 0.089 0.849
H: -2.515 1.850 -0.049
C: -1.731 0.756 -3.615
Cl: -1.834 -0.211 -5.092
Cl: -2.436 -0.094 -2.238
H: -0.686 0.965 -3.403
H: -2.271 1.687 -3.767
C: -5.489 1.189 2.995
Cl: -5.548 0.203 1.530
Cl: -6.217 0.347 4.370
H: -4.452 1.410 3.228
H: -6.034 2.112 2.818
C: -6.614 2.131 -1.907
Cl: -4.859 2.274 -1.742
Cl: -7.451 2.670 -0.448
H: -6.939 2.742 -2.744
H: -6.864 1.090 -2.089
C: 4.535 -0.065 -3.364
Cl: 3.132 0.948 -2.999
Cl: 6.041 0.860 -3.256
H: 4.572 -0.881 -2.651
H: 4.428 -0.461 -4.382
C: -0.833 0.428 5.600
Cl: 0.835 0.513 5.018
Cl: -0.931 -0.397 7.161
H: -1.218 1.437 5.710
H: -1.430 -0.117 4.875
C: -10.496 0.622 0.905
Cl: -8.808 0.260 1.285
Cl: -10.639 2.090 -0.072
H: -10.918 -0.211 0.351
H: -11.042 0.764 1.833
C: 3.184 -3.112 5.740
Cl: 4.614 -2.174 6.187
Cl: 2.686 -2.773 4.079
H: 3.415 -4.170 5.828
H: 2.369 -2.854 6.409
C: 2.755 -2.994 -0.669
Cl: 2.235 -1.302 -0.615
Cl: 3.741 -3.341 -2.096
H: 3.341 -3.209 0.220
H: 1.874 -3.629 -0.692
C: -4.701 1.070 -7.424
Cl: -5.104 1.946 -8.905
Cl: -5.460 1.810 -6.009
H: -5.051 0.046 -7.514
H: -3.624 1.083 -7.290
C: 0.137 -6.057 4.240
Cl: 1.157 -5.524 2.896
Cl: 0.594 -5.285 5.763
H: -0.895 -5.803 4.017
H: 0.238 -7.132 4.351
C: 3.800 -0.929 -7.310
Cl: 5.462 -0.838 -7.900
Cl: 3.710 -1.783 -5.763
H: 3.418 0.080 -7.176
H: 3.195 -1.460 -8.039

Computed properties:
gap between HOMO and LUMO	9.60	eV
DFT total energy	-382580.056	eV
HOMO	-0.346	Eh

***

Q: Which formula does entry 7 have?
A: C16H37BrCl22O2Si2